105
Properties=species:S:1:pos:R:3:mulliken_charge:R:1 method="wB97M-V/def2-TZVPD" lumo_ev=2.2 mol_weight_g_mol=571.79 homo_ev=-2.11 total_charge=-1 fmax_ev_per_a=3.42 e_above_lowest_kcal_mol=0.0 orbital_gap_ev=4.35 total_energy_ev=-57827.430
O -0.897 3.556 -0.181 -0.61
C -1.471 2.282 -0.409 -0.05
C -3.001 2.436 -0.490 0.15
C -3.673 2.997 0.779 -0.74
C -3.894 1.946 1.901 0.28
C -2.551 1.390 2.500 -0.89
P -2.283 -0.306 1.865 -0.46
O -3.020 -0.611 0.321 -0.28
O -0.587 -0.622 1.799 -0.16
H -0.046 3.453 0.232 0.25
H -1.155 1.524 0.312 -0.06
H -1.130 1.914 -1.402 0.27
H -3.422 1.474 -0.800 -0.05
H -3.198 3.121 -1.327 0.22
H -3.174 3.877 1.195 0.18
H -4.678 3.346 0.469 0.34
H -4.542 1.116 1.589 0.42
H -4.379 2.484 2.729 -0.30
H -1.742 2.082 2.160 0.12
H -2.417 -0.365 -0.390 0.17
H -0.143 0.076 2.285 0.23
C 0.002 -4.421 1.108 -0.93
C 1.195 -4.646 2.016 0.45
C 0.772 -5.148 3.388 -1.44
O 1.905 -3.414 2.138 -0.40
H -0.657 -3.661 1.537 0.28
H 0.330 -4.049 0.137 0.05
H -0.571 -5.338 0.953 0.38
H 1.880 -5.367 1.561 0.23
H 0.121 -4.420 3.879 0.34
H 1.643 -5.287 4.032 0.34
H 0.237 -6.097 3.315 0.40
H 1.304 -2.769 2.530 0.28
C -4.807 5.527 5.387 -1.32
C -5.472 5.576 4.019 0.37
C -6.918 6.038 4.122 -1.33
O -5.416 4.290 3.412 -0.44
H -5.322 4.817 6.041 0.34
H -3.775 5.188 5.297 0.33
H -4.813 6.509 5.867 0.39
H -4.917 6.252 3.367 0.26
H -7.502 5.346 4.735 0.34
H -7.382 6.062 3.134 0.32
H -6.986 7.035 4.564 0.38
H -5.898 3.674 3.972 0.28
C -6.753 1.188 -4.396 -1.33
C -5.346 1.601 -3.989 0.37
C -4.408 0.404 -3.945 -1.18
O -5.376 2.233 -2.715 -0.48
H -7.171 0.481 -3.674 0.35
H -7.415 2.055 -4.416 0.32
H -6.760 0.721 -5.384 0.39
H -4.963 2.341 -4.695 0.26
H -4.749 -0.327 -3.208 0.30
H -3.406 0.716 -3.646 0.25
H -4.345 -0.087 -4.919 0.43
H -5.707 1.597 -2.074 0.33
C 5.417 -2.596 1.382 -0.96
C 5.542 -1.098 1.612 0.29
C 5.193 -0.729 3.046 -1.25
O 4.682 -0.399 0.710 -0.45
H 4.389 -2.925 1.556 0.06
H 5.661 -2.845 0.347 0.23
H 6.080 -3.159 2.042 0.43
H 6.561 -0.775 1.389 0.24
H 4.160 -1.005 3.274 0.24
H 5.279 0.348 3.196 0.27
H 5.851 -1.234 3.756 0.45
H 3.778 -0.675 0.893 0.36
C 3.182 1.806 -0.207 -0.43
C 2.843 3.031 0.628 0.27
C 4.082 3.605 1.298 -1.34
O 1.877 2.675 1.615 -0.51
H 3.600 1.013 0.423 -0.20
H 2.280 1.403 -0.672 0.32
H 3.903 2.041 -0.991 0.39
H 2.384 3.794 -0.005 0.40
H 4.531 2.869 1.972 0.13
H 3.821 4.476 1.902 0.41
H 4.830 3.902 0.561 0.37
H 2.273 1.998 2.169 0.29
C 1.694 -6.122 -4.255 -1.31
C 1.145 -5.066 -3.307 0.25
C 2.266 -4.273 -2.650 -0.97
O 0.343 -5.686 -2.305 -0.51
H 2.318 -6.839 -3.714 0.34
H 0.880 -6.685 -4.713 0.33
H 2.294 -5.669 -5.047 0.36
H 0.491 -4.387 -3.855 0.27
H 2.908 -4.931 -2.057 0.37
H 1.858 -3.525 -1.969 0.30
H 2.883 -3.767 -3.396 0.21
H 0.903 -6.287 -1.808 0.35
C 3.551 -0.937 -3.951 -1.01
C 4.996 -0.727 -3.525 0.47
C 5.733 -2.052 -3.393 -1.12
O 5.036 -0.027 -2.284 -0.39
H 3.011 -1.528 -3.207 0.00
H 3.034 0.020 -4.035 0.33
H 3.492 -1.451 -4.913 0.41
H 5.506 -0.096 -4.256 0.28
H 5.263 -2.679 -2.631 0.13
H 6.765 -1.886 -3.080 0.33
H 5.737 -2.598 -4.338 0.40
H 4.589 -0.567 -1.624 0.19

***

87
Properties=species:S:1:pos:R:3:mulliken_charge:R:1 method="wB97M-V/def2-TZVPD" lumo_ev=-0.9 mol_weight_g_mol=892.71 homo_ev=-7.36 total_charge=0 fmax_ev_per_a=2.26 e_above_lowest_kcal_mol=17.2 orbital_gap_ev=6.46 total_energy_ev=-81523.282
W -0.717 -0.356 -0.141 2.25
C -4.407 2.148 -0.701 -0.61
O -5.408 1.155 -0.506 -0.52
C -5.132 0.005 0.158 -0.52
C -6.256 -0.617 0.670 -0.50
C -6.213 -1.816 1.381 -0.80
C -4.995 -2.406 1.590 -0.91
C -3.838 -1.798 1.075 0.79
C -2.610 -2.497 1.252 -0.12
N -1.437 -2.155 0.831 0.18
N -0.499 -3.177 1.130 -1.02
C 0.639 -2.856 0.621 0.45
O 0.838 -1.772 -0.048 -0.43
C 1.831 -3.699 0.894 0.06
C 3.087 -3.102 0.869 0.01
C 4.213 -3.857 1.167 -0.87
C 4.085 -5.203 1.477 -0.36
C 2.829 -5.799 1.493 -0.72
C 1.701 -5.048 1.207 -0.43
C -3.852 -0.600 0.351 0.60
O -2.733 -0.063 -0.104 -0.24
H -4.946 3.051 -0.981 0.32
H -3.717 1.864 -1.486 0.21
H -3.838 2.326 0.213 0.26
H -7.198 -0.113 0.496 0.47
H -7.123 -2.257 1.763 0.38
H -4.902 -3.336 2.136 0.43
H -2.645 -3.456 1.761 0.38
H 3.171 -2.051 0.623 0.24
H 5.189 -3.391 1.160 0.42
H 4.964 -5.792 1.706 0.39
H 2.731 -6.850 1.732 0.38
H 0.717 -5.496 1.221 0.44
C 0.165 -0.646 3.016 -1.85
C 0.360 0.202 1.791 0.79
N -0.675 0.994 1.379 -0.05
N -0.504 2.374 1.221 -0.37
C -0.845 2.817 0.071 0.42
S -1.196 1.874 -1.338 -0.65
S -0.931 4.568 -0.168 -0.20
C -1.384 5.131 1.494 -1.21
C -0.234 5.340 2.444 0.85
C 0.732 6.306 2.178 -0.42
C 1.778 6.522 3.061 -0.57
C 1.870 5.771 4.226 -0.45
C 0.915 4.803 4.495 -0.66
C -0.130 4.589 3.607 -0.12
C 1.748 0.569 1.414 1.04
C 2.797 0.728 2.312 -0.73
C 4.069 1.032 1.853 -1.03
C 4.290 1.166 0.483 -0.54
C 3.260 0.997 -0.426 -1.01
C 1.987 0.693 0.046 0.62
O 0.964 0.475 -0.792 -0.37
H -0.887 -0.887 3.159 0.34
H 0.748 -1.566 2.978 0.26
H 0.493 -0.078 3.892 0.62
H -1.909 6.073 1.322 0.54
H -2.098 4.415 1.900 0.41
H 0.670 6.885 1.264 0.34
H 2.523 7.275 2.839 0.38
H 2.685 5.940 4.918 0.39
H 0.984 4.209 5.397 0.38
H -0.864 3.819 3.806 0.25
H 2.617 0.621 3.375 0.40
H 4.883 1.163 2.552 0.44
H 5.284 1.397 0.121 0.43
H 3.423 1.089 -1.492 0.43
C 1.685 -0.294 -5.222 -1.29
C 0.976 -1.394 -6.008 0.82
C 1.691 -2.733 -5.859 -1.42
C -0.509 -1.467 -5.647 -1.14
N -0.746 -1.609 -4.209 0.67
C -0.998 -0.679 -3.304 -0.34
N -0.990 -1.254 -2.118 0.44
N -0.714 -2.562 -2.318 -0.05
N -0.570 -2.793 -3.555 -0.92
H 2.713 -0.187 -5.568 0.45
H 1.729 -0.526 -4.155 0.12
H 1.197 0.677 -5.337 0.36
H 0.975 -1.120 -7.068 0.28
H 1.641 -3.106 -4.837 0.27
H 2.744 -2.622 -6.120 0.41
H 1.261 -3.494 -6.512 0.38
H -1.012 -2.303 -6.132 0.37
H -1.013 -0.544 -5.934 0.39
H -1.176 0.365 -3.501 0.47

***

44
Properties=species:S:1:pos:R:3:nbo_charge:R:1 method="wB97M-V/def2-TZVPD" lumo_ev=-0.8 mol_weight_g_mol=324.38 homo_ev=-7.98 total_charge=0 fmax_ev_per_a=1.73 e_above_lowest_kcal_mol=99.0 smiles="COc1ccc(C=C2C(=O)c3ccccc3C2=O)cc1.CN(C)N" orbital_gap_ev=7.21 total_energy_ev=-29148.027
C -4.677 -0.474 4.284 -0.26
O -4.012 -1.516 3.531 -0.49
C -3.276 -1.199 2.434 0.36
C -3.160 0.118 1.923 -0.34
C -2.212 0.390 0.956 -0.04
C -1.344 -0.621 0.473 -0.18
C -0.244 -0.335 -0.407 0.01
C 0.439 0.846 -0.487 -0.33
C 1.305 1.234 -1.628 0.55
O 1.550 0.590 -2.656 -0.59
C 1.870 2.557 -1.283 -0.05
C 1.458 2.937 0.004 -0.14
C 1.927 4.107 0.590 -0.17
C 2.810 4.912 -0.137 -0.19
C 3.208 4.539 -1.442 -0.19
C 2.744 3.354 -2.017 -0.20
C 0.554 1.900 0.576 0.55
O 0.047 1.929 1.691 -0.54
C -1.615 -1.963 0.855 -0.13
C -2.551 -2.256 1.817 -0.28
H -5.105 -1.009 5.131 0.21
H -3.974 0.293 4.640 0.19
H -5.478 -0.003 3.696 0.18
H -3.774 0.926 2.326 0.22
H -2.128 1.402 0.571 0.21
H 0.037 -1.143 -1.054 0.26
H 1.601 4.371 1.595 0.23
H 3.196 5.834 0.299 0.22
H 3.887 5.182 -1.999 0.22
H 3.039 3.032 -3.012 0.23
H -1.036 -2.765 0.394 0.21
H -2.724 -3.274 2.163 0.23
C 2.700 -2.385 -1.890 -0.42
N 1.252 -2.454 -1.722 -0.32
C 0.876 -3.827 -1.389 -0.42
N 0.689 -2.172 -3.036 -0.71
H 3.172 -2.825 -1.008 0.19
H 2.995 -2.947 -2.791 0.18
H 3.010 -1.343 -1.991 0.21
H 1.541 -4.182 -0.597 0.20
H -0.153 -3.859 -1.026 0.18
H 0.966 -4.476 -2.273 0.19
H -0.321 -2.243 -2.911 0.34
H 0.909 -1.179 -3.194 0.39